Record 1
Computed, not measured: a 2-piece molecular cluster, C8H21FNO2P overall at a distorted geometry, with wB97M-V/def2-TZVPD.

```
34
C8H21FNO2P, DFT wB97M-V/def2-TZVPD
C -3.473 -1.454 -0.365
C -1.910 -1.770 -0.336
C -1.094 -1.017 -1.445
O -0.420 0.164 -1.001
P -1.459 1.269 -0.243
N -2.664 1.895 -1.350
C -0.361 2.755 0.201
C -1.039 3.416 1.454
F 0.929 2.290 0.525
H -4.087 -2.367 -0.512
H -3.704 -1.013 0.635
H -3.680 -0.670 -1.130
H -1.787 -2.873 -0.489
H -1.511 -1.571 0.687
H -1.723 -0.858 -2.359
H -0.286 -1.719 -1.773
H -2.737 1.356 -2.209
H -3.567 1.999 -0.904
H -0.317 3.509 -0.621
H -0.417 4.307 1.696
H -1.061 2.740 2.332
H -2.062 3.763 1.184
C 3.476 -1.160 -0.782
C 3.720 -1.146 0.720
C 2.567 -1.783 1.484
O 3.892 0.203 1.148
H 2.578 -0.586 -1.031
H 4.309 -0.692 -1.311
H 3.355 -2.180 -1.155
H 4.644 -1.681 0.949
H 1.636 -1.234 1.306
H 2.753 -1.751 2.559
H 2.419 -2.824 1.186
H 3.080 0.684 0.949
```

Orbital gap ... 8.880 eV
SMILES string ... CCCOP(N)[C@@H](C)F.CC(C)O
M ... 213.23 g/mol
Largest force on an atom ... 2.1 eV Å⁻¹
Calculated total energy ... -26227.2990 eV

=====

Record 2
Computed, not measured: a 2-piece molecular cluster, C8H21NSi overall at a distorted geometry, with wB97M-V/def2-TZVPD.

```
31
C8H21NSi, DFT wB97M-V/def2-TZVPD
C -0.440 2.352 1.952
Si -2.056 2.296 0.862
C -2.948 4.023 1.054
N -2.132 1.071 -0.154
H 0.023 1.360 2.289
H 0.353 2.774 1.397
H -0.544 2.883 2.835
H -4.055 3.944 0.999
H -2.666 4.460 2.070
H -2.664 4.961 0.405
H -2.786 1.092 -0.920
C -1.737 -2.093 -1.009
C -0.329 -2.348 -0.557
C 0.565 -1.154 -0.806
C 2.019 -1.377 -0.194
C 2.684 0.054 -0.130
C 2.861 -2.321 -0.946
H -1.891 -1.601 -1.973
H -2.251 -3.039 -1.023
H -2.277 -1.618 -0.272
H 0.176 -3.345 -1.092
H -0.440 -2.701 0.488
H 0.656 -1.076 -1.858
H -0.038 -0.259 -0.464
H 1.716 -1.700 0.802
H 1.930 0.819 0.113
H 3.095 0.223 -1.144
H 3.582 0.055 0.545
H 3.073 -2.087 -1.993
H 3.888 -2.281 -0.514
H 2.632 -3.368 -0.764
```

Orbital gap ... 9.679 eV
ΔE to the lowest compared entry with this formula, charge and spin ... 228.5 kJ/mol
SMILES string ... C[Si](C)=N.CCCC(C)C
M ... 159.35 g/mol
Largest force on an atom ... 4.3 eV Å⁻¹
Calculated total energy ... -18002.5945 eV

=====

Record 3
Computed, not measured: C8H22AuClMnSi as an isolated structure at a distorted geometry, with wB97M-V/def2-TZVPD.

```
34
C8H22AuClMnSi, DFT wB97M-V/def2-TZVPD
Au 3.287 1.330 0.352
Cl 0.613 2.440 1.031
C 3.537 1.922 -1.664
C 4.030 2.051 2.203
H 4.605 2.153 -1.798
H 3.204 1.101 -2.307
H 2.903 2.819 -1.779
H 5.100 2.258 2.065
H 3.857 1.282 2.963
H 3.455 2.967 2.414
Mn 0.653 0.132 0.629
C -0.289 -0.891 2.027
C 2.432 -0.703 0.545
H 0.486 -1.538 2.463
H -0.590 -0.117 2.756
H -1.167 -1.480 1.728
H 2.772 -1.137 1.510
H 2.731 -1.263 -0.371
C -1.706 -2.511 -1.096
Si -2.440 -0.801 -0.841
C -3.360 -0.246 -2.392
C -3.719 -0.819 0.555
C -1.040 0.408 -0.494
H -2.500 -3.228 -1.355
H -1.174 -2.889 -0.214
H -0.986 -2.474 -1.925
H -4.172 -0.943 -2.647
H -3.802 0.751 -2.255
H -2.674 -0.195 -3.248
H -3.300 -1.115 1.524
H -4.174 0.173 0.690
H -4.533 -1.523 0.324
H -0.554 0.801 -1.414
H -1.485 1.286 0.022
```

Orbital gap (alpha / beta) ... 6.486 / 6.913 eV
ΔE to the lowest compared entry with this formula, charge and spin ... 0.0 kJ/mol
M ... 433.71 g/mol
Largest force on an atom ... 2.2 eV Å⁻¹
Calculated total energy ... -64060.3596 eV
Spin multiplicity ... 6

=====

Record 4
Computed, not measured: a 3-piece molecular cluster, C8H22B2NO8 overall at a distorted geometry, with wB97M-V/def2-TZVPD.

```
41
C8H22B2NO8, DFT wB97M-V/def2-TZVPD
N -3.639 -2.967 -1.470
B -2.243 -3.461 -1.800
B -1.065 -2.408 -1.223
O -0.492 -2.687 0.111
O -0.704 -1.261 -2.079
H -4.323 -3.740 -1.317
H -3.641 -2.282 -0.667
H -1.965 -4.513 -1.357
H -2.155 -3.516 -2.990
H -0.452 -3.704 0.195
H 0.149 -1.562 -2.554
C 1.629 -0.272 1.234
C 2.262 -1.525 0.655
O 3.607 -1.266 0.234
C 4.537 -1.251 1.221
O 4.328 -1.442 2.409
O 5.739 -0.959 0.664
C 6.798 -0.830 1.609
H 1.711 0.563 0.530
H 0.574 -0.441 1.463
H 2.136 0.038 2.153
H 1.705 -1.834 -0.236
H 2.226 -2.361 1.363
H 6.861 -1.707 2.260
H 6.659 0.081 2.200
H 7.738 -0.745 1.057
C -3.052 3.733 1.966
C -3.368 4.442 0.660
O -2.362 4.167 -0.323
C -2.464 2.969 -0.947
O -3.327 2.126 -0.751
O -1.425 2.853 -1.811
C -1.365 1.595 -2.479
H -2.039 3.977 2.302
H -3.764 4.020 2.744
H -3.093 2.646 1.845
H -3.364 5.525 0.825
H -4.364 4.177 0.286
H -2.316 1.354 -2.962
H -1.083 0.811 -1.769
H -0.593 1.656 -3.251
```

Orbital gap ... 5.702 eV
ΔE to the lowest compared entry with this formula, charge and spin ... 80.8 kJ/mol
M ... 281.89 g/mol
Largest force on an atom ... 3.2 eV Å⁻¹
Total charge ... -1
Calculated total energy ... -27878.0342 eV

=====

- Which of these has the highest largest force on an atom?
  C8H21NSi